a) Computed, not measured: the ion C6H11N2OS with charge +1, with ωB97M-V/def2-TZVPD.

The net charge is +1. The LUMO energy (spin up / spin down) is -4.5 / -4.5 eV.

Cartesian coordinates (Å):
C  0.44570  -0.06736  -2.54900
C  1.01263  1.05318  -2.05090
C  -0.09079  -1.11256  -1.76896
C  0.65022  -0.34007  0.24537
C  0.17416  -0.18935  2.71778
C  -0.35521  -0.21792  1.35121
N  -0.13019  -2.27490  -2.30132
N  -1.20228  1.04933  1.23805
O  0.86252  2.29681  0.35181
S  1.51502  1.09515  -0.28169
H  0.42602  -0.00224  -3.67361
H  1.61071  1.77987  -2.53137
H  0.66132  0.75424  2.96738
H  -0.64562  -0.15176  3.57291
H  0.69593  -1.22456  2.81132
H  -1.05513  -1.02735  1.18540
H  0.19168  -2.40873  -3.24812
H  -0.42370  -3.09364  -1.79241
H  -0.55990  1.88883  1.14489
H  -1.85700  1.07915  2.09147
H  -1.92610  1.11387  0.51979

Atom charges from the Löwdin analysis, given in e for atoms 1 to 8:
1 C -0.162
2 C -0.162
3 C -0.115
4 C -0.183
5 C -0.074
6 C -0.487
7 N 0.172
8 N 0.149

=====

b) Computed, not measured: a structure of composition C6H11N2OS, with ωB97M-V/def2-TZVPD.

The net charge is +1. The LUMO energy is -3.9 eV.

Cartesian coordinates (Å):
C  0.47831  -1.69756  -0.41085
C  -2.35527  1.08795  0.50381
C  -2.29781  0.01719  -0.27448
C  1.72746  -1.41230  0.48831
C  0.88083  0.88243  0.31425
C  -1.15014  -0.02761  -1.29029
N  0.10245  -0.43808  -0.74191
N  1.52119  -0.14646  1.34300
O  0.08350  -2.76681  -0.72310
S  2.02699  1.58006  -0.85369
H  -2.94060  1.21391  1.38644
H  -1.70010  1.88960  0.45951
H  -3.10636  -0.71666  -0.17756
H  1.84584  -2.23236  1.10465
H  2.70346  -1.41955  -0.12083
H  0.05863  1.37156  0.71936
H  -0.95746  0.99391  -1.72050
H  -1.42154  -0.75430  -2.11402
H  0.85970  -0.16191  2.07229
H  2.48259  0.26212  1.41824
H  1.15833  2.47489  -1.38263

Atom charges from the Löwdin analysis, given in e for atoms 1 to 8:
1 C -0.496
2 C 0.003
3 C -0.100
4 C -0.011
5 C -0.398
6 C -0.191
7 N -0.023
8 N 0.114

=====

Which one is most stable, and which one is least stable? b) is the most stable of them, while a) is the least stable.

=====

a) Computed, not measured: a cluster of 2 separate species, C2H8N2 in total, with ωB97M-V/def2-TZVPD.

The LUMO energy (spin up / spin down) is 0.2 / 0.1 eV.

Cartesian coordinates (Å):
C  -1.77533  0.18859  0.66357
C  1.84704  -0.54940  -0.16211
N  -0.83705  0.88713  -0.13816
N  0.89117  -0.19162  -1.19766
H  -1.22522  -0.53600  1.30516
H  -2.35693  0.79522  1.29405
H  -2.58422  -0.27863  0.04081
H  2.15787  -1.61554  -0.30629
H  2.71476  0.11814  0.18786
H  1.36800  -0.58392  0.89515
H  -1.22048  0.95747  -1.15004
H  1.02041  0.80857  -1.43233

Atom charges from the Löwdin analysis, given in e for atoms 1 to 8:
1 C -0.235
2 C -0.257
3 N -0.031
4 N -0.014
5 H 0.080
6 H 0.049
7 H 0.080
8 H 0.065

=====

b) Computed, not measured: a cluster of 2 separate species, C2H8N2 in total, with ωB97M-V/def2-TZVPD.

The SMILES is [H]/N=C/N.C. The LUMO energy is 1.1 eV.

Cartesian coordinates (Å):
H  0.28925  -0.81864  1.44995
N  0.26912  0.04736  1.97710
C  1.06647  -0.05893  2.95923
N  1.66760  1.02929  3.56337
H  1.47827  -1.03472  3.23749
H  1.64540  0.97734  4.57375
H  1.26817  1.89946  3.23749
C  -1.54565  -0.43334  -4.21863
H  -1.56980  0.54221  -3.73190
H  -1.29354  -1.13122  -3.42329
H  -2.52013  -0.60148  -4.66214
H  -0.75517  -0.41732  -4.96243

Atom charges from the Löwdin analysis, given in e for atoms 1 to 8:
1 H 0.028
2 N 0.051
3 C -0.407
4 N 0.055
5 H 0.110
6 H 0.079
7 H 0.084
8 C -0.051

=====

c) Computed, not measured: a cluster of 2 separate species, C2H8N2 in total, with ωB97M-V/def2-TZVPD.

The SMILES is C=CN.N. The LUMO energy is 0.9 eV.

Cartesian coordinates (Å):
C  -2.67490  -0.72826  0.53554
C  -1.52067  -0.31330  -0.01384
N  -0.26733  -0.07498  0.53933
H  -2.82266  -1.22502  1.60771
H  -3.54581  -0.95511  -0.16788
H  -1.57275  0.19050  -1.05248
H  -0.01743  -0.42782  1.49007
H  0.56950  -0.04414  -0.10283
N  2.82993  0.74903  -0.64352
H  2.31642  1.53148  -0.91881
H  3.21537  0.31985  -1.42853
H  3.49033  0.97778  0.15524

Atom charges from the Löwdin analysis, given in e for atoms 1 to 8:
1 C -0.090
2 C -0.364
3 N -0.003
4 H 0.076
5 H 0.047
6 H 0.122
7 H 0.100
8 H 0.061

=====

Which one is most stable, and which one is least stable? b) is the most stable of them, while a) is the least stable.

=====

a) Computed, not measured: a cluster of 3 separate species, C2H10NO3 in total, with ωB97M-V/def2-TZVPD.

The net charge is +1. The LUMO energy is -3.7 eV.

Cartesian coordinates (Å):
O  -2.45895  0.61677  -0.14014
C  -1.98402  -0.15727  -1.01251
C  -0.45164  -0.21647  -1.21371
N  0.19488  0.36638  0.00455
H  -2.70316  -0.74291  -1.74851
H  -0.09818  0.45718  -1.99310
H  -0.22307  -1.26588  -1.49831
H  1.19066  0.27253  -0.08761
H  -0.20034  0.08976  0.97994
H  -0.10097  1.36936  -0.08271
H  -1.25176  -1.17402  2.02589
H  -1.01490  -0.31201  3.24824
O  -1.08576  -0.21586  2.27044
H  3.86723  0.57319  0.29226
H  3.27066  0.28334  -1.01258
O  3.04931  0.05593  -0.03215

Atom charges from the Löwdin analysis, given in e for atoms 1 to 8:
1 O 0.030
2 C -0.158
3 C -0.109
4 N 0.156
5 H 0.169
6 H 0.137
7 H 0.144
8 H 0.075

=====

b) Computed, not measured: a cluster of 3 separate species, C2H10NO3 in total, with ωB97M-V/def2-TZVPD.

The net charge is +1. The LUMO energy is -3.4 eV.

Cartesian coordinates (Å):
O  0.40761  2.19112  1.11003
C  -0.15658  2.14773  0.05326
C  -0.51144  0.76006  -0.52350
N  0.38804  -0.20695  0.09685
H  -0.66036  3.04773  -0.31930
H  -1.55249  0.50359  -0.33735
H  -0.49418  0.79095  -1.59391
H  -0.18617  -0.90791  0.57498
H  1.20996  -0.62126  -0.38276
H  0.80312  0.21725  0.94752
H  1.90937  -2.37732  -1.73756
H  2.05562  -1.18501  -2.70411
O  2.10419  -1.43474  -1.77387
H  -2.27992  -0.51423  2.53789
H  -1.56665  -1.68491  1.99786
O  -1.47013  -0.72607  2.05396

Atom charges from the Löwdin analysis, given in e for atoms 1 to 8:
1 O 0.087
2 C -0.171
3 C -0.101
4 N 0.156
5 H 0.142
6 H 0.136
7 H 0.125
8 H 0.125

=====

Which one is most stable, and which one is least stable? b) is the most stable of them, while a) is the least stable.